DFT (the ωB97M-V functional and the def2-TZVPD basis) results for a cluster of 3 separate species, C18H40N2O5 in total at a distorted geometry.

Geometry as ORCA input:
```
! RIJCOSX wB97M-V def2-TZVPD def2/J DEFGRID3
* xyz 0 1
O -3.296 -0.267 1.830
O 0.554 1.492 -0.555
O -6.694 0.146 3.006
O -2.640 -1.776 3.741
O 6.963 1.804 -5.108
N 2.659 3.441 -0.761
N 5.496 1.418 -2.659
C -3.867 -1.140 4.029
C -7.564 -0.701 3.737
C 5.421 0.420 -3.731
C -2.545 0.927 1.668
C -5.904 -0.424 0.775
C 2.616 2.521 0.383
C -4.292 -0.175 2.819
C -6.112 -1.757 0.141
C -5.690 -0.605 2.306
C -3.475 -3.482 2.123
C 6.280 -0.781 -3.347
C -6.416 -2.735 -0.484
C 0.932 0.182 -0.940
C 1.199 1.973 0.614
C 3.669 1.437 0.183
C -2.777 -3.157 3.465
C 8.168 1.065 -5.194
C 5.782 1.024 -5.099
H -8.425 -0.105 4.067
H 4.386 0.070 -3.798
H 8.526 0.796 -4.198
H -6.806 0.177 0.614
H 6.395 -1.469 -4.187
H 1.138 -0.455 -0.076
H -5.077 0.080 0.263
H 1.800 0.211 -1.603
H -2.954 1.528 0.839
H 1.190 1.208 1.402
H 7.273 -0.489 -3.005
H -1.534 0.624 1.357
H -2.445 1.506 2.596
H -4.368 0.837 3.242
H -3.091 -4.463 1.793
H 2.894 3.082 1.280
H -4.650 -1.877 4.264
H 2.033 4.222 -0.580
H 0.104 -0.252 -1.502
H 5.813 -1.332 -2.528
H 3.631 0.997 -0.812
H 4.668 1.853 0.302
H 4.843 2.171 -2.864
H 6.407 1.866 -2.725
H 0.574 2.795 0.975
H -4.560 -3.607 2.223
H -6.846 -3.425 -1.175
H 3.552 0.635 0.917
H 5.826 0.251 -5.878
H -7.965 -1.531 3.137
H 4.979 1.709 -5.386
H 8.920 1.707 -5.653
H 2.228 2.964 -1.549
H -3.216 -2.782 1.322
H -7.081 -1.099 4.646
H -5.857 -1.663 2.546
H -1.756 -3.553 3.399
H -3.336 -3.676 4.264
H -3.730 -0.531 4.937
H 8.053 0.168 -5.808
*
```

Summary:
* SMILES string: C#CC[C@H](OC)[C@@H](COCC)OC.COC[C@@H](C)N.COC[C@@H](C)N
* energy: -1195.347404 Ha
* HOMO level: -9.15 eV
* Kohn-Sham gap: 9.9 eV
* molecular weight: 364.53 g mol⁻¹
* largest force on an atom: 1.5 eV/Å